Record 1
82
Properties=species:S:1:pos:R:3 method="wB97M-V/def2-TZVPD" de_lowest_ev=1.414 multiplicity=5 charge=+2 gap_ha="0.2569 / 0.2265"
Rh -0.62 0.62 -0.05
C 3.69 -0.09 -0.33
C 2.64 -0.09 -1.45
P 1.06 -0.89 -0.97
C -1.26 -0.31 -2.93
C -1.36 0.04 -4.28
C -2.30 -0.59 -5.07
C -3.15 -1.54 -4.53
C -3.07 -1.86 -3.18
C -2.12 -1.26 -2.38
C 1.06 -2.56 -1.72
C 1.63 -3.63 -1.01
C 1.70 -4.89 -1.58
C 1.19 -5.12 -2.84
C 0.64 -4.07 -3.56
C 0.58 -2.80 -3.01
C 3.04 0.15 1.04
P 1.99 -1.31 1.36
C 2.96 -2.37 2.46
C 4.36 -2.39 2.39
C 5.07 -3.21 3.25
C 4.41 -4.03 4.15
C 3.02 -4.04 4.20
C 2.29 -3.22 3.34
C 0.53 -0.84 2.32
C -0.74 -1.18 1.84
C -1.87 -0.85 2.58
C -1.74 -0.18 3.78
C -0.48 0.13 4.28
C 0.66 -0.20 3.55
H 4.43 0.68 -0.54
H 4.23 -1.04 -0.33
H 3.01 -0.60 -2.34
H 2.39 0.93 -1.73
H -0.69 0.79 -4.69
H -2.37 -0.33 -6.12
H -3.88 -2.03 -5.15
H -3.74 -2.60 -2.75
H -2.04 -1.51 -1.33
H 2.03 -3.49 -0.02
H 2.16 -5.70 -1.02
H 1.23 -6.11 -3.28
H 0.25 -4.23 -4.55
H 0.19 -2.00 -3.62
H 2.41 1.04 1.02
H 3.78 0.26 1.84
H 4.89 -1.76 1.69
H 6.16 -3.21 3.21
H 4.97 -4.66 4.82
H 2.50 -4.69 4.89
H 1.21 -3.24 3.38
H -0.83 -1.88 1.01
H -2.85 -1.17 2.23
H -2.63 0.08 4.36
H -0.38 0.62 5.23
H 1.64 0.03 3.94
O 0.29 1.45 -2.31
C -0.22 0.35 -2.13
S 0.05 2.33 1.53
C -0.24 3.95 1.01
N 0.30 4.55 -0.04
C -0.03 5.99 -0.09
C -1.02 6.14 1.09
N -1.00 4.79 1.68
H 0.91 4.09 -0.69
H -0.48 6.25 -1.04
H 0.87 6.58 0.05
H -2.02 6.40 0.77
H -0.68 6.88 1.82
H -1.51 4.52 2.51
N -6.47 5.10 -0.42
C -5.63 4.32 -0.46
C -4.55 3.36 -0.50
C -3.37 3.69 -1.16
C -2.31 2.80 -1.16
C -2.42 1.60 -0.47
C -3.61 1.24 0.14
C -4.68 2.13 0.14
H -3.29 4.64 -1.69
H -1.40 3.06 -1.68
H -3.73 0.29 0.63
H -5.61 1.88 0.64


Record 2
15
Properties=species:S:1:pos:R:3 method="wB97M-V/def2-TZVPD" de_lowest_ev=2.096 smiles="O=C(O)COC(=O)CO" charge=0 gap_ha=0.4103
O 2.52 -0.58 0.81
C 1.68 0.02 0.18
O 1.89 0.22 -1.25
C 0.66 0.92 0.86
O -0.47 1.17 0.03
C -1.56 0.39 0.03
O -2.64 0.91 0.14
C -1.39 -1.11 -0.14
O -0.21 -1.50 -0.81
H 1.34 0.96 -1.55
H 0.39 0.48 1.82
H 1.14 1.89 1.03
H -1.36 -1.56 0.86
H -2.29 -1.48 -0.65
H 0.30 -0.73 -1.36


Record 3
15
Properties=species:S:1:pos:R:3 method="wB97M-V/def2-TZVPD" de_lowest_ev=0.718 charge=+1 gap_ha=0.2118
C -1.77 0.68 1.82
C -0.75 1.07 0.95
C -1.93 -0.62 2.13
C -1.13 -1.58 1.51
C 0.08 0.12 0.46
C 3.02 0.31 -3.71
O -0.19 -1.16 0.64
S 1.44 0.08 -3.66
H -2.37 1.41 2.31
H -0.35 2.03 0.64
H -2.69 -1.02 2.93
H -1.38 -2.59 1.66
H 0.88 0.40 -0.12
H 3.61 0.70 -2.86
H 3.54 0.17 -4.69


Record 4
107
Properties=species:S:1:pos:R:3 method="wB97M-V/def2-TZVPD" charge=+1 gap_ha=0.3309
C 5.53 2.19 -0.74
C 6.46 1.22 -1.49
B 5.82 0.66 -2.80
O 4.98 1.37 -3.58
N 6.24 -0.75 -3.23
C 5.45 -1.80 -3.33
N 4.10 -1.78 -3.09
C 3.27 -1.05 -4.08
C 2.05 -0.34 -3.49
C 1.48 -0.97 -2.22
C 0.16 -0.33 -1.78
N -0.96 -1.18 -2.19
C -1.07 -2.39 -1.41
C -0.94 -2.30 0.10
O -1.22 -3.45 -1.97
C 3.74 -3.21 -3.04
C 5.08 -3.84 -2.63
C 5.03 -5.34 -2.81
C 5.84 -6.22 -1.82
O 7.09 -6.63 -2.35
C 6.09 -5.61 -0.45
F 6.96 -4.58 -0.49
F 6.60 -6.53 0.38
F 4.93 -5.17 0.08
N 5.92 -3.05 -3.61
C 7.35 -3.30 -3.36
H 5.89 2.35 0.27
H 5.45 3.13 -1.29
H 4.53 1.76 -0.68
H 6.77 0.38 -0.86
H 7.40 1.71 -1.79
H 4.13 1.59 -3.18
H 7.22 -0.89 -3.42
H 3.87 -0.31 -4.60
H 2.93 -1.74 -4.86
H 1.25 -0.38 -4.23
H 2.23 0.72 -3.30
H 2.22 -0.99 -1.41
H 1.26 -2.02 -2.43
H 0.05 0.61 -2.32
H 0.17 -0.07 -0.72
H -1.83 -0.66 -2.13
H -1.31 -1.33 0.44
H -1.50 -3.13 0.52
H 0.12 -2.35 0.35
H 2.93 -3.48 -2.37
H 3.54 -3.61 -4.04
H 5.22 -3.44 -1.63
H 3.99 -5.66 -2.76
H 5.38 -5.61 -3.81
H 5.25 -7.11 -1.63
H 6.95 -7.47 -2.80
H 7.55 -4.37 -3.33
H 7.65 -2.84 -2.42
H 7.94 -2.83 -4.15
O 0.34 2.67 5.22
P -0.69 2.91 4.20
O -1.82 1.78 4.20
C -2.22 1.11 5.41
C -3.47 1.72 6.00
O 0.00 2.60 2.77
C 1.39 2.31 2.66
C 1.64 0.81 2.67
O -1.45 4.17 3.64
C -2.45 4.86 4.41
C -1.94 5.33 5.76
H -1.41 1.10 6.13
H -2.42 0.07 5.12
H -3.28 2.74 6.34
H -3.81 1.14 6.86
H -4.28 1.76 5.27
H 1.95 2.80 3.46
H 1.73 2.74 1.72
H 1.13 0.34 3.51
H 2.71 0.60 2.75
H 1.27 0.36 1.75
H -3.33 4.22 4.51
H -2.75 5.71 3.81
H -1.54 4.50 6.35
H -2.75 5.79 6.33
H -1.14 6.05 5.63
O -6.98 0.07 0.01
P -7.08 1.39 0.63
O -6.33 2.52 -0.23
C -6.19 2.41 -1.65
C -7.25 3.19 -2.39
O -6.20 1.40 1.97
C -5.58 0.21 2.45
C -4.16 0.10 1.96
O -8.29 2.18 1.28
C -9.39 2.66 0.49
C -10.09 1.56 -0.28
H -6.20 1.36 -1.96
H -5.20 2.81 -1.88
H -8.24 2.77 -2.21
H -7.06 3.16 -3.46
H -7.26 4.23 -2.06
H -6.16 -0.67 2.17
H -5.61 0.27 3.54
H -4.09 0.24 0.88
H -3.74 -0.88 2.21
H -3.52 0.86 2.43
H -9.06 3.46 -0.16
H -10.09 3.10 1.21
H -9.39 1.03 -0.94
H -10.89 1.98 -0.90
H -10.52 0.82 0.40


Record 5
73
Properties=species:S:1:pos:R:3 method="wB97M-V/def2-TZVPD" de_lowest_ev=0.840 charge=-2 gap_ha=0.2025
Sr 0.07 -0.92 -1.19
C -2.36 2.56 1.99
C -1.53 3.64 1.88
C -0.22 3.47 1.47
C 0.14 2.17 1.15
N -0.68 1.10 1.26
C -1.94 1.29 1.62
C 1.59 1.83 0.89
C 2.60 2.65 1.46
C 3.89 2.56 1.03
C 4.18 1.48 0.14
C 3.15 0.66 -0.30
N 1.86 0.79 0.15
H -3.42 2.64 2.34
H -1.88 4.63 2.05
H 0.50 4.26 1.45
H -2.54 0.39 1.72
H 2.34 3.45 2.14
H 4.69 3.30 1.38
H 5.23 1.30 -0.14
H 3.39 -0.12 -1.09
Cl -1.69 5.37 -5.64
C -1.30 4.51 -4.21
C -1.85 4.73 -2.91
C -1.64 3.84 -1.90
C -0.89 2.62 -2.13
O -0.77 1.64 -1.23
C -0.13 2.58 -3.38
C 0.81 1.59 -3.78
O 1.24 0.67 -3.10
C -0.41 3.50 -4.35
H -2.52 5.61 -2.74
H -2.09 4.08 -0.91
H 1.18 1.70 -4.81
H -0.01 3.46 -5.34
C 0.57 -1.62 5.33
C 0.62 -0.56 4.45
C 1.23 -0.67 3.20
C 1.79 -1.91 2.88
C 1.70 -3.03 3.74
C 1.05 -2.85 4.98
N 2.25 -1.98 1.52
N 3.09 -2.83 1.28
C 3.28 -3.07 -0.14
C 4.53 -3.59 -0.44
C 4.75 -3.91 -1.77
C 3.72 -3.83 -2.71
C 2.54 -3.17 -2.36
C 2.23 -2.80 -1.02
H 0.03 -1.50 6.29
H 0.18 0.38 4.68
H 1.37 0.09 2.51
H 2.22 -3.93 3.42
H 1.04 -3.60 5.71
H 5.37 -3.71 0.25
H 5.70 -4.35 -2.13
H 3.84 -4.12 -3.70
H 1.80 -2.98 -3.19
O -1.62 -1.65 -2.69
C -5.72 -1.04 0.90
N -4.44 -1.45 1.40
C -3.59 -1.90 0.56
S -1.85 -2.29 0.91
N -3.83 -1.90 -0.83
C -4.80 -2.82 -1.36
H -6.14 -0.25 1.54
H -6.52 -1.82 0.81
H -5.73 -0.65 -0.13
H -1.49 -2.26 -3.22
H -2.90 -2.25 -1.14
H -4.88 -3.65 -0.63
H -4.52 -3.13 -2.36
H -5.86 -2.43 -1.50


Record 6
18
Properties=species:S:1:pos:R:3 method="wB97M-V/def2-TZVPD" de_lowest_ev=1.105 charge=-1 gap_ha=0.2995
O 0.89 -2.38 2.36
C 0.47 -1.82 1.34
O -0.50 -2.14 0.61
C 1.06 -0.36 1.04
C 0.09 0.50 0.20
C 0.85 1.62 -0.50
N 0.03 2.66 -1.12
H 2.01 -0.38 0.51
H 1.21 0.25 1.93
H -0.62 0.91 0.95
H -0.71 0.03 -0.39
H 1.63 1.98 0.18
H 1.51 1.21 -1.29
H -0.41 3.28 -0.45
H -0.58 2.29 -1.83
H -1.79 -2.27 -0.65
H -2.77 -3.12 -1.46
O -2.35 -2.27 -1.43


Record 7
104
Properties=species:S:1:pos:R:3 method="wB97M-V/def2-TZVPD" de_lowest_ev=1.241 charge=0 gap_ha=0.3206
C 3.11 1.13 4.14
C 2.63 2.47 4.40
N 2.27 3.54 4.63
H 2.58 0.80 3.24
H 2.90 0.36 4.88
H 4.16 1.15 3.86
C -5.18 1.07 -2.83
C -4.23 0.99 -1.70
N -3.52 0.92 -0.81
H -4.92 1.85 -3.52
H -6.17 1.22 -2.40
H -5.17 0.09 -3.31
C -4.90 -2.00 0.32
C -4.15 -1.55 1.48
N -3.53 -1.21 2.39
H -4.23 -2.09 -0.54
H -5.65 -1.28 0.01
H -5.30 -3.00 0.47
C 5.39 -1.15 2.62
C 6.22 -0.77 1.48
N 6.89 -0.46 0.60
H 5.76 -2.11 2.97
H 4.34 -1.22 2.35
H 5.50 -0.41 3.40
C -2.31 -1.25 -3.58
S -2.68 -3.02 -3.44
O -3.78 -3.01 -2.41
C -3.43 -3.31 -5.05
H -2.22 -0.84 -2.58
H -3.10 -0.77 -4.15
H -1.37 -1.07 -4.12
H -3.65 -4.35 -5.27
H -2.75 -2.90 -5.81
H -4.39 -2.79 -5.02
C 3.37 3.69 -0.68
C 3.39 4.79 0.38
O 3.83 5.87 0.04
C 3.03 4.52 1.82
H 3.25 4.25 -1.61
H 2.59 2.93 -0.68
H 4.38 3.27 -0.69
H 2.76 5.46 2.30
H 3.93 4.05 2.23
H 2.22 3.80 1.80
C 0.45 -5.40 -0.69
C -0.61 -4.50 -0.13
O -0.41 -3.34 0.16
C -1.96 -5.12 0.16
H 0.26 -5.53 -1.76
H 0.54 -6.37 -0.19
H 1.38 -4.84 -0.58
H -2.14 -5.31 1.22
H -2.06 -6.03 -0.42
H -2.80 -4.47 -0.11
C 1.89 3.73 -4.89
C 1.69 2.79 -3.73
O 2.56 2.00 -3.40
C 0.41 2.87 -2.97
H 1.74 3.09 -5.76
H 2.91 4.11 -4.84
H 1.19 4.55 -4.94
H -0.34 3.27 -3.66
H 0.45 3.47 -2.06
H 0.05 1.91 -2.60
C 1.55 -0.40 0.84
C 0.52 0.62 1.19
O 0.82 1.61 1.83
C -0.89 0.39 0.75
H 1.24 -1.42 1.09
H 2.51 -0.22 1.32
H 1.80 -0.40 -0.23
H -0.88 0.31 -0.34
H -1.62 1.13 1.05
H -1.21 -0.62 1.05
C -0.44 -0.18 4.57
C 0.25 -1.25 5.39
O 1.08 -1.96 4.86
C 0.12 -1.24 6.88
H -1.25 0.26 5.15
H -0.77 -0.58 3.62
H 0.31 0.61 4.44
H -0.91 -1.30 7.24
H 0.50 -0.28 7.23
H 0.74 -2.05 7.26
C -1.62 3.56 3.67
C -2.64 3.91 2.62
O -3.76 4.29 2.87
C -2.16 3.86 1.19
H -1.19 2.57 3.49
H -1.97 3.60 4.70
H -0.75 4.22 3.60
H -1.21 3.34 1.07
H -1.93 4.92 0.99
H -2.92 3.58 0.47
C 1.08 -2.39 -2.88
C 1.91 -3.13 -3.89
O 2.98 -3.60 -3.60
C 1.36 -3.40 -5.27
H 0.90 -1.37 -3.25
H 1.71 -2.15 -2.03
H 0.15 -2.87 -2.59
H 2.13 -3.35 -6.03
H 0.53 -2.73 -5.51
H 0.92 -4.40 -5.25


Record 8
6
Properties=species:S:1:pos:R:3 method="wB97M-V/def2-TZVPD" de_lowest_ev=3.909 charge=0 gap_ha="0.3690 / 0.2777"
C -0.04 -0.26 0.47
F 0.82 0.15 1.40
S -1.34 0.80 0.06
H 1.30 -0.55 -1.50
H -0.21 -1.32 0.43
H -0.80 1.89 0.60